{"formula": "C24H48O24", "method": "wB97M-V/def2-TZVPD", "gap_ev": [9.44, 1.57], "e_homo_ev": [-12.0, -12.0], "e_above_lowest_ev": 0.675, "total_charge": 1, "spin_multiplicity": 2, "energy_ha": -2748.56715, "symbols": ["H", "H", "O", "H", "H", "H", "H", "H", "C", "H", "O", "H", "H", "O", "C", "H", "C", "C", "H", "H", "H", "H", "H", "H", "H", "H", "O", "O", "H", "C", "O", "C", "H", "H", "H", "H", "H", "O", "C", "O", "H", "H", "O", "O", "H", "C", "H", "C", "O", "H", "H", "C", "O", "H", "C", "C", "C", "H", "C", "C", "H", "O", "O", "C", "H", "H", "O", "H", "H", "C", "O", "O", "O", "C", "C", "H", "C", "H", "O", "O", "H", "H", "C", "O", "O", "O", "C", "C", "H", "H", "H", "O", "H", "C", "H", "H"], "positions_angstrom": [[3.92867, -0.56689, 1.85791], [2.19690, -0.03841, -6.92519], [1.31149, 5.92260, 3.88861], [-4.46354, -1.45339, 0.10428], [-0.10600, 7.03458, 4.76575], [1.39363, -3.35602, -3.12203], [-3.01267, -3.59223, 1.72238], [9.02244, 2.19479, 1.51215], [3.87207, -0.78184, -1.62980], [-7.61927, 1.24850, 5.68350], [2.57344, -1.41410, -4.70655], [8.63381, 1.30267, 2.94786], [8.41192, 3.10677, 2.83663], [-3.42765, 0.25983, -0.78618], [0.45742, 3.18283, 1.91119], [2.92526, 0.73628, 1.49640], [-5.01401, -5.94646, 1.40538], [1.75498, -2.05895, -5.42862], [-5.20591, 0.18266, 0.03354], [0.05574, -2.19203, -3.19985], [-6.37100, -8.20529, 1.07605], [1.07220, 2.41412, 1.44297], [0.57881, 0.86940, -1.41162], [2.18434, -0.91220, -8.43649], [1.51652, 7.54982, 5.17823], [-0.14844, 5.94955, -3.23421], [-3.87662, 1.15168, 3.69900], [1.77117, -2.02952, -6.77693], [1.38143, -3.44723, 1.44154], [6.08281, 1.11536, 2.30742], [4.97010, 1.28724, 1.60827], [-4.59015, -0.54857, -0.49016], [4.20817, -0.95798, -2.65161], [3.57588, -1.04966, -7.46909], [-7.62192, 0.40003, 4.15854], [0.98435, 7.93012, 3.60167], [0.35988, -0.75403, -0.77012], [-5.39390, -0.37432, 3.10033], [-5.01426, 0.55930, 3.77896], [-4.82760, -4.56395, 1.31185], [0.27591, 0.63845, 0.34497], [2.47593, 1.06716, -4.43118], [-1.96109, -1.57444, -1.04337], [1.55101, 3.25492, -2.67486], [-0.84025, 4.42209, -2.73194], [0.49057, -3.07681, -3.66483], [-4.51529, -3.03461, 2.34625], [-3.95734, -3.94677, 2.13467], [-0.79393, 5.21837, 3.15194], [1.10171, -4.80043, 0.25372], [-3.37126, 0.75220, 1.65397], [2.71031, -2.30325, -0.20883], [-4.43620, -6.75972, 2.15103], [-3.80694, -4.37894, 3.12396], [0.04791, 0.28461, -0.66046], [0.45152, 5.07501, 3.20495], [1.46250, 3.57195, -3.87880], [-2.67520, -0.30980, 2.76203], [-0.50388, 4.98680, -3.60146], [2.49092, -0.97821, -7.39258], [-0.28180, 3.52814, 1.18841], [-5.76604, 1.20821, 4.66797], [6.27416, 0.43899, 3.29970], [-6.21727, -7.65020, 0.15066], [-5.08682, -0.79652, -1.42821], [3.64280, 2.17207, -3.82373], [2.10269, 3.09090, -4.94059], [2.99327, -0.13860, -1.67511], [-1.43555, 5.08796, -4.15811], [2.99522, 1.99216, -4.68186], [3.64545, -2.06420, -1.16057], [6.94862, 2.02079, 1.82872], [1.15161, 4.12717, 2.66895], [8.30993, 2.14420, 2.33548], [0.90106, 7.15928, 4.36781], [3.54170, 1.83697, -5.61211], [3.85390, 0.50845, 2.01968], [-0.18257, 2.71170, 2.65722], [2.15107, -1.49057, 0.52786], [2.67033, -3.63527, -0.02078], [-5.41542, -8.16940, -0.37427], [-2.04951, 1.37698, 2.67609], [-7.00989, 0.62114, 5.03298], [0.82396, -2.92269, -5.02621], [-5.86843, -6.31490, 0.41972], [-1.31890, 0.57933, -0.83217], [1.82475, -4.25695, 0.86196], [-2.20634, -0.35455, -0.95953], [4.63902, -0.22809, -1.08826], [3.64409, 0.65566, 3.07912], [-0.27980, -3.84685, -3.62421], [0.54312, 4.35085, -4.33482], [-6.73490, -0.27814, 5.58414], [-2.93583, 0.74296, 2.65317], [-7.13557, -7.67807, -0.43590], [2.54050, -4.79249, 1.48565]], "atomic_forces_ev_per_a": [[0.765, 0.096, -0.024], [0.292, 0.030, 0.063], [0.452, -2.604, -1.414], [0.622, 0.149, -0.051], [-0.173, 0.530, -0.214], [-0.143, -0.142, 0.215], [0.101, -0.359, -0.636], [-0.483, -0.134, -0.429], [0.329, 1.600, -1.188], [0.734, 0.455, -0.099], [-3.085, -1.968, -1.972], [-0.501, 0.131, 0.232], [-0.308, -0.239, 0.336], [0.980, -1.447, 0.026], [-2.013, -1.536, 0.486], [0.548, 0.753, -0.458], [0.793, -3.560, -0.007], [2.866, 1.497, 1.460], [-0.266, -0.317, 0.084], [0.146, 0.302, -0.302], [-0.087, 0.095, 0.094], [0.578, 0.634, 0.315], [0.121, 0.158, 0.207], [-0.437, -0.349, 0.128], [0.396, -0.815, 0.047], [-0.097, 0.029, -0.209], [1.031, -0.305, -0.808], [-0.295, -0.618, 0.986], [-0.579, -0.411, 0.361], [1.325, 0.944, 1.930], [-0.789, -0.671, -0.526], [-0.222, 0.867, -0.733], [0.033, 0.347, 0.023], [0.014, -0.499, 0.805], [0.186, -0.105, -0.010], [-0.448, -0.142, -0.265], [-0.684, 0.049, 0.106], [-0.588, -1.793, -0.870], [-0.098, 3.425, 2.034], [-0.974, -3.082, -1.390], [0.347, -0.157, -0.126], [-0.424, 0.121, -0.210], [-1.333, 2.864, 0.001], [0.644, 0.332, -2.633], [0.598, -0.347, 0.154], [0.337, -0.053, 0.793], [0.052, 1.044, 0.212], [0.326, 1.449, 2.339], [3.563, -0.551, 0.042], [-0.010, -0.448, 0.640], [-0.380, 0.687, 0.123], [0.968, 0.220, 1.709], [-1.564, 3.398, -1.793], [0.109, -0.697, -0.312], [1.202, 0.114, -0.187], [-3.046, 3.179, 1.611], [-0.735, -1.708, 3.241], [0.238, 0.092, 0.614], [0.116, -0.151, 1.438], [-0.048, 1.217, -0.699], [0.522, 0.834, -0.184], [0.694, -0.307, -1.043], [-0.570, 0.035, -1.338], [0.236, -1.483, 0.693], [0.021, -0.166, 0.076], [0.168, 0.403, -0.255], [0.653, -0.413, 0.758], [-0.248, -0.261, 0.134], [0.651, 0.074, -0.832], [0.191, -0.314, 0.165], [-1.769, -1.761, 1.615], [0.936, -0.027, -0.492], [1.675, 0.174, -0.840], [-0.146, -0.161, -0.138], [-1.321, 0.994, 0.455], [0.084, 0.141, 0.256], [-0.912, -0.709, 0.881], [-0.136, -0.693, -0.068], [0.447, -1.027, -1.828], [1.852, 1.792, -3.168], [0.044, 0.214, -0.166], [-0.438, 0.037, 0.418], [-0.970, -1.237, 0.377], [0.027, 0.712, -1.307], [0.753, 2.781, 0.930], [-0.584, 0.869, -0.436], [-0.280, 0.880, 1.112], [-0.354, -2.939, 1.010], [0.076, -0.306, 0.309], [0.249, 0.080, 0.092], [0.313, -0.094, -0.087], [-1.871, 1.727, -1.796], [-0.516, -0.161, -0.057], [0.158, -0.905, -0.763], [0.221, 0.400, 0.038], [-0.864, -0.785, 0.191]]}

***

{"formula": "C4H7NO", "method": "wB97M-V/def2-TZVPD", "smiles": "CN/C=C\\C=O", "gap_ev": 9.26, "e_homo_ev": -8.5, "e_above_lowest_ev": 1.593, "total_charge": 0, "spin_multiplicity": 1, "energy_ha": -286.57310, "symbols": ["H", "C", "H", "O", "C", "H", "C", "H", "H", "H", "H", "N", "C"], "positions_angstrom": [[0.38055, 2.24756, -1.53311], [0.69984, -0.27054, 0.15086], [-1.16816, 0.29280, -0.33576], [-1.96250, -0.46497, 1.20825], [0.24835, 1.09468, -1.80228], [1.75141, -0.21791, -0.12059], [0.39389, -0.85787, 1.35620], [1.28823, 0.65699, -2.05506], [-0.48798, 0.97565, -2.70659], [1.17835, -1.38656, 1.91118], [-1.13106, -1.38530, 2.81508], [-0.21725, 0.25298, -0.68002], [-0.97369, -0.93751, 1.79185]], "atomic_forces_ev_per_a": [[-0.413, -2.451, -0.496], [-0.614, -0.234, 0.838], [-0.156, -0.087, 0.131], [0.809, -0.436, 0.206], [0.246, 0.366, -0.715], [-0.190, 0.096, -0.377], [-0.024, -0.465, -0.458], [-1.717, 0.994, -0.035], [1.568, 0.327, 1.700], [-0.441, 0.449, -0.163], [0.082, 0.062, -0.703], [1.378, 0.948, -0.759], [-0.529, 0.433, 0.831]]}

***

{"formula": "C7H10", "method": "wB97M-V/def2-TZVPD", "smiles": "C1[C@@H]2CC3(CC3)[C@H]12", "gap_ev": 10.50, "e_homo_ev": -9.3, "e_above_lowest_ev": 2.565, "total_charge": 0, "spin_multiplicity": 1, "energy_ha": -272.62374, "symbols": ["H", "C", "H", "C", "C", "H", "C", "H", "H", "C", "H", "C", "C", "H", "H", "H", "H"], "positions_angstrom": [[-2.49066, -0.56500, 0.74835], [0.60371, -0.93454, -0.82971], [1.04368, -0.66323, -1.79570], [-0.47573, -0.02345, -0.16282], [-1.51711, 1.01203, -0.53847], [-2.22183, -1.00121, -1.00843], [0.43798, 0.16721, 1.02832], [0.13265, 0.23581, 2.06842], [-1.66157, 1.76461, 0.23785], [1.49415, -0.71408, 0.39456], [2.11145, -1.46707, 0.87649], [1.74577, 0.74886, 0.55568], [-1.92853, -0.38113, -0.16190], [1.78008, 1.37701, -0.33475], [2.44751, 1.03283, 1.33553], [-1.74781, 1.38078, -1.53420], [0.24628, -1.96941, -0.87921]], "atomic_forces_ev_per_a": [[0.142, 0.049, -0.018], [-0.034, 0.006, -0.185], [-0.126, 0.099, 0.116], [-0.040, 0.006, 0.051], [0.071, 0.154, -0.114], [0.007, -0.005, 0.254], [-0.231, 0.066, 0.251], [0.037, -0.058, -0.136], [0.126, -0.106, -0.212], [0.149, -0.202, -0.021], [-0.126, 0.131, -0.152], [0.077, 0.145, 0.007], [-0.101, -0.193, 0.114], [-0.093, -0.058, 0.176], [-0.142, -0.067, -0.084], [0.324, -0.214, 0.021], [-0.042, 0.244, -0.067]]}

***

{"formula": "C4H7NO", "method": "wB97M-V/def2-TZVPD", "smiles": "C[C@H]1N[C@H]1C=O", "gap_ev": 9.93, "e_homo_ev": -9.0, "e_above_lowest_ev": 3.516, "total_charge": 0, "spin_multiplicity": 1, "energy_ha": -286.50244, "symbols": ["H", "H", "C", "C", "H", "H", "N", "H", "H", "C", "C", "H", "O"], "positions_angstrom": [[1.70571, -1.02672, -1.29174], [-1.88206, -0.60755, -1.05214], [-0.54417, -0.05423, 1.69265], [-0.83992, 0.69154, 0.32963], [1.57145, -0.70749, 0.45023], [2.18694, 0.54684, -0.63200], [-1.08792, -0.52700, -0.44470], [-0.72488, -1.09343, 1.03188], [-0.04587, 0.79380, -1.73595], [1.45849, -0.26720, -0.54401], [0.06294, 0.27517, -0.78530], [-1.48725, 1.55993, 0.19502], [-0.37345, 0.41633, 2.78642]], "atomic_forces_ev_per_a": [[-0.018, 0.078, 0.085], [-0.049, 0.515, -0.541], [-0.374, 0.418, -0.679], [-0.300, -0.225, 0.079], [-0.047, 0.030, -0.193], [-0.142, -0.116, 0.007], [-0.263, -0.199, -0.878], [0.926, 0.427, 3.074], [0.129, 0.319, 0.216], [-0.020, -0.045, -0.006], [0.066, -0.102, -0.320], [0.232, -0.201, 0.271], [-0.139, -0.897, -1.115]]}

***

{"formula": "C3H7Br2", "method": "wB97M-V/def2-TZVPD", "gap_ev": [9.06, 9.75], "e_homo_ev": [-8.3, -10.3], "e_above_lowest_ev": 0.715, "total_charge": 0, "spin_multiplicity": 2, "energy_ha": -5266.45638, "symbols": ["H", "Br", "H", "H", "H", "H", "H", "C", "H", "C", "Br", "C"], "positions_angstrom": [[-1.24534, -0.69017, -1.37775], [-2.13985, -0.69882, 0.77439], [-0.01162, -2.00495, 0.58532], [1.64255, 1.67571, -0.43783], [0.57815, -0.30229, -1.16184], [0.07153, -0.71814, 1.84959], [0.14130, 2.05778, 0.42270], [0.36081, -0.01067, -0.14030], [1.40277, 1.17469, 1.26968], [-0.21300, -0.96023, 0.81966], [-1.49617, -0.80065, -2.89369], [0.90888, 1.27775, 0.29006]], "atomic_forces_ev_per_a": [[-0.724, -0.098, -2.322], [-1.115, -0.120, 0.407], [-0.184, 0.100, 0.048], [-0.394, -0.225, 0.397], [-0.077, -0.213, 0.292], [-0.019, -0.206, -0.275], [0.035, -0.138, -0.034], [0.973, -0.460, -0.178], [-0.042, 0.117, -0.205], [0.894, 0.321, 0.055], [0.231, 0.035, 1.595], [0.423, 0.887, 0.220]]}

***

Number 1: maximum force 4.7 eV Å⁻¹. Number 2: maximum force 2.5 eV Å⁻¹. Number 3: maximum force 0.4 eV Å⁻¹. Number 4: maximum force 3.2 eV Å⁻¹. Number 5: maximum force 2.4 eV Å⁻¹.